[1]
Entry from the Open Molecules 2025 dataset: 2 unconnected molecules or ions with the total composition C5H10N3O4 at a distorted geometry (the ωB97M-V functional and the def2-TZVPD basis).

```
22
Properties=species:S:1:pos:R:3:forces:R:3
N 0.0835 1.3962 0.4703 3.2 1.0 1.1
H 0.1747 -1.3955 -2.0144 0.6 -0.1 0.3
C 1.9725 0.0260 -0.3317 -1.9 0.0 0.4
H 1.7016 0.2842 -1.3367 0.4 -0.3 -0.8
H -1.4980 -1.2603 -2.0371 -1.0 -0.2 -0.2
C 0.6367 -0.0698 0.4983 1.8 0.5 -1.7
H 0.0732 -0.2898 2.4998 -0.8 0.0 1.1
O 0.6502 2.3921 0.7468 -0.8 0.3 -0.1
C -0.6248 -0.7360 -1.7321 0.3 1.7 -1.7
H 1.8514 0.1428 2.2436 -1.8 -1.5 -0.5
N -1.0119 1.0546 0.0115 -4.4 1.5 -2.3
C 0.9139 -0.4719 1.8892 2.1 -1.7 -0.2
H 2.6441 -0.8146 -0.1958 -0.4 -0.4 -0.2
N -1.4875 -1.4058 0.4302 0.6 0.7 -0.5
O -2.4581 -1.0038 0.9462 -2.7 1.1 1.5
O -2.1216 2.6647 -1.1572 5.8 -3.9 -2.7
O -1.0914 -2.5311 0.4205 1.1 -0.7 -0.5
H 2.4558 0.8749 0.0687 0.8 1.0 0.5
C -0.6806 -0.3532 -0.3136 1.3 -1.7 1.2
H -2.7305 2.9199 -0.5624 -4.0 1.4 4.3
H -0.5556 0.2141 -2.3247 0.0 -1.0 0.2
H 1.1024 -1.6377 1.7806 -0.1 2.4 0.8
```
Forces are in eV/Å.

ΔE to the lowest compared entry with this formula, charge and spin: 240.0 kcal/mol
LUMO energy (alpha / beta): -9.3 / -9.3 eV
total energy: -17987.9768 eV
net charge: +1

[2]
Entry from the Open Molecules 2025 dataset: 2 unconnected molecules or ions with the total composition C5H10N4O at a distorted geometry (the ωB97M-V functional and the def2-TZVPD basis).

```
20
Properties=species:S:1:pos:R:3:forces:R:3
H -0.0408 0.7154 -1.8518 -0.1 0.3 0.4
H -0.6133 -0.0641 1.9595 -1.3 0.6 0.2
H 1.5932 0.4327 1.9792 -0.4 0.2 1.0
C -1.1951 0.1321 -0.1034 2.3 0.4 1.8
C -0.6509 1.2296 -1.0770 -0.3 -1.4 0.1
H -1.2203 1.5483 1.4450 -0.5 0.5 0.7
H -2.4194 0.1122 1.6826 0.1 0.5 0.5
H 1.6720 -1.4990 -1.7310 0.0 0.9 1.3
C -1.4359 -1.1823 -0.6052 -0.3 1.1 0.6
N 2.5782 0.7191 0.2902 1.8 1.1 -1.0
H -1.4870 1.6260 -1.6435 -0.1 0.6 0.0
C -1.4347 0.4959 1.4198 1.6 -1.8 -2.5
N 1.7038 -0.8473 -0.9192 0.2 0.4 2.5
H -0.0326 2.0586 -0.6465 -0.7 -0.8 0.0
C 1.0203 -0.8609 0.3427 1.1 3.2 -3.2
N 2.6787 0.2012 -0.8408 -1.3 -1.1 -0.1
H -1.3428 -1.1039 -1.6830 0.2 -0.9 -1.1
H 0.6674 -1.6038 0.9366 -1.6 -2.8 0.8
O -1.7491 -2.2208 -0.0105 0.1 0.3 0.0
N 1.7082 0.1109 1.0565 -0.8 -1.6 -2.0
```
Forces are in eV/Å.

ΔE to the lowest compared entry with this formula, charge and spin: 125.4 kcal/mol
LUMO energy (alpha / beta): 0.2 / 0.2 eV
total energy: -13349.9737 eV
net charge: 0

[3]
Entry from the Open Molecules 2025 dataset: C5H10N4O3S2 in the gas phase at a distorted geometry (the ωB97M-V functional and the def2-TZVPD basis).

```
24
Properties=species:S:1:pos:R:3:forces:R:3
H -1.8443 2.7669 -1.1833 0.7 2.3 -1.3
H -2.2991 -2.6616 0.6583 1.0 -0.8 -1.0
C -1.7205 -2.3660 -0.2593 -0.7 -0.7 -0.9
N 1.5980 1.3624 -0.2927 -0.1 -3.0 0.1
H -2.8077 -0.6148 -0.7743 0.8 0.0 0.6
H 4.1345 -1.3693 1.7778 -1.3 1.3 0.1
H -2.4777 2.0976 0.2263 -1.3 0.1 -0.8
H 3.5766 0.3744 1.5202 1.1 2.1 0.1
C -2.1543 1.8666 -0.8108 -1.9 -1.1 2.3
N 0.3589 -0.7468 -0.1830 0.7 0.4 -0.2
O 0.1981 3.3772 -0.5307 -0.4 0.4 0.1
C 1.4764 -0.0055 -0.2882 -1.4 3.0 0.7
O 0.0721 2.0645 1.5745 0.0 0.3 -0.1
C -0.8576 -0.1923 -0.3464 1.6 1.3 0.7
S 3.0389 -0.9503 -0.3137 -1.0 0.8 -0.3
O 2.5114 -2.2636 -0.7249 0.8 -0.7 0.7
H -2.9768 1.4897 -1.4875 1.3 -0.4 0.9
H -0.5773 -2.5878 -0.3240 -2.4 0.3 0.5
N -0.9607 1.1318 -0.4805 0.4 0.1 -1.8
H -2.2256 -2.6736 -1.2260 0.6 -0.7 1.3
S 0.2673 2.1380 0.1586 1.0 -1.0 0.0
C 3.3065 -0.6220 1.5221 -1.1 -3.5 -0.6
H 2.3258 -0.6839 2.0701 1.2 -0.5 -0.3
N -1.9630 -0.9316 -0.2827 0.6 0.2 -0.8
```
Forces are in eV/Å.

ΔE to the lowest compared entry with this formula, charge and spin: 0.0 kcal/mol
LUMO energy: 0.0 eV
total energy: -39117.5190 eV
net charge: 0

[4]
Entry from the Open Molecules 2025 dataset: a gas-phase ion, C5H10N4S (charge +2) at a distorted geometry (the ωB97M-V functional and the def2-TZVPD basis).

```
20
Properties=species:S:1:pos:R:3:forces:R:3
H -0.8966 -1.4433 -1.6747 0.1 -2.2 -0.3
H -0.3153 1.9459 1.3240 1.0 -0.6 -0.2
N 0.5985 1.9244 0.7987 -2.3 0.4 1.2
C 1.3109 -1.6259 0.1417 0.0 5.4 1.6
C 1.0234 3.1171 0.6721 1.7 3.7 -1.9
S 4.7988 -0.0997 0.8857 -1.3 -0.9 0.3
H 0.5200 4.0115 1.0602 -0.7 -1.1 0.5
H 0.7465 -2.4499 0.1501 -1.7 -3.3 -0.1
C -0.8131 -0.5038 0.1944 -3.1 -1.8 0.6
H 2.8370 -2.8055 0.2449 1.6 -2.4 -0.1
N -1.3610 -0.7125 -1.2000 0.8 1.7 -0.2
C 0.5961 -0.4260 0.3647 4.2 1.4 -1.5
H 1.8286 3.6017 0.0033 -0.6 -2.2 1.0
N 2.6745 -1.8728 0.4416 -1.1 3.1 0.2
H -1.3968 0.3806 0.4953 0.3 -0.7 0.7
C 3.5812 -1.0202 0.7811 1.1 0.1 -1.0
H -1.0728 0.0294 -1.8636 -0.8 0.5 0.6
N 1.1969 0.8172 0.4225 1.7 -2.2 -0.4
H -2.3765 -0.8055 -1.1014 0.1 -0.2 -0.7
H -1.0238 -1.4731 0.7244 -1.1 1.3 -0.2
```
Forces are in eV/Å.

ΔE to the lowest compared entry with this formula, charge and spin: 97.7 kcal/mol
LUMO energy: -8.1 eV
total energy: -22121.0347 eV
net charge: +2